[1]
Here is 8 unconnected molecules or ions with the total composition C26H64N4O10 from the OMol25 dataset. Energies are from the ωB97M-V functional and the def2-TZVPD basis.

Max |F| in hartree/bohr: 0.0709
E_tot in eV: -54434.91616
E_LUMO in Eh: 0.013
SMILES string: [H]/N=C(/N)NCCCC[C@H]1C(=O)N[C@@H](CCCCCCCCCCCCCCC)[C@H]1CC(=O)O.O.O.O.O.O.O.O

Structure (XYZ):
```
104
C26H64N4O10 (the ωB97M-V functional and the def2-TZVPD basis)
H -8.791 -3.931 -1.984
N -9.649 -3.512 -1.632
C -9.596 -3.579 -0.383
N -10.644 -3.098 0.398
N -8.444 -4.180 0.249
C -7.637 -3.154 0.973
C -6.891 -2.245 -0.015
C -5.834 -1.450 0.755
C -4.977 -0.544 -0.156
C -5.750 0.712 -0.624
C -5.857 1.522 0.710
O -6.790 1.657 1.389
N -4.554 2.117 0.904
C -4.113 2.533 -0.431
C -2.612 2.735 -0.711
C -1.806 3.057 0.562
C -0.988 1.837 1.048
C 0.090 1.365 0.058
C 1.196 2.436 -0.088
C 2.417 2.127 0.826
C 3.771 2.133 0.070
C 4.627 0.898 0.435
C 5.965 0.917 -0.335
C 6.480 -0.453 -0.816
C 5.433 -1.342 -1.507
C 6.106 -2.695 -1.921
C 5.715 -3.820 -0.927
C 6.711 -3.879 0.249
C 6.302 -5.016 1.221
C -5.023 1.784 -1.463
C -4.481 1.463 -2.872
C -3.807 0.119 -3.035
O -2.640 0.022 -2.909
O -4.541 -0.973 -3.371
H -11.450 -2.982 -0.208
H -10.906 -3.756 1.126
H -8.820 -4.820 0.949
H -6.940 -3.697 1.616
H -8.330 -2.577 1.601
H -6.435 -2.924 -0.742
H -7.656 -1.614 -0.471
H -5.170 -2.136 1.290
H -6.356 -0.878 1.531
H -4.630 -1.189 -0.964
H -4.084 -0.291 0.421
H -6.696 0.373 -1.045
H -3.907 1.563 1.452
H -4.502 3.560 -0.502
H -2.192 1.906 -1.286
H -2.542 3.611 -1.361
H -2.446 3.365 1.395
H -1.148 3.910 0.389
H -1.720 1.039 1.254
H -0.504 2.060 2.005
H -0.315 1.080 -0.917
H 0.525 0.446 0.479
H 1.505 2.529 -1.132
H 0.853 3.429 0.216
H 2.281 1.166 1.332
H 2.471 2.874 1.621
H 3.630 2.223 -1.010
H 4.341 3.007 0.408
H 4.001 0.027 0.226
H 4.789 0.954 1.516
H 6.722 1.306 0.358
H 5.921 1.654 -1.142
H 7.021 -0.977 -0.023
H 7.242 -0.245 -1.579
H 5.116 -0.835 -2.422
H 4.589 -1.605 -0.870
H 5.729 -3.011 -2.899
H 7.192 -2.586 -1.960
H 4.708 -3.682 -0.522
H 5.747 -4.805 -1.407
H 7.721 -4.040 -0.133
H 6.630 -2.946 0.810
H 6.121 -5.903 0.610
H 7.046 -5.183 2.004
H 5.378 -4.698 1.711
H -5.822 2.509 -1.655
H -5.254 1.607 -3.630
H -3.709 2.203 -3.087
H -4.170 -1.704 -2.855
O 8.814 0.805 -2.684
H 9.326 1.432 -2.161
H 9.444 0.475 -3.336
O 11.095 -1.497 -2.654
H 11.594 -2.029 -3.284
H 10.237 -1.934 -2.599
O 1.956 5.172 2.520
H 2.154 5.261 3.460
H 1.931 6.081 2.205
O 5.744 -2.677 3.457
H 5.986 -2.246 2.630
H 6.186 -3.532 3.417
O -5.437 4.708 2.369
H -5.112 4.010 1.781
H -4.646 5.201 2.613
O 1.047 -1.787 0.282
H 1.551 -2.315 -0.348
H 0.191 -2.228 0.325
O 2.268 7.078 4.740
H 2.467 7.156 5.680
H 2.244 7.989 4.427
```

---

[2]
Here is a molecular structure, C26H66Ag2NO20P2 from the OMol25 dataset. Energies are from the ωB97M-V functional and the def2-TZVPD basis.

Max |F| in hartree/bohr: 0.0297
E_tot in eV: -97039.07612
E_LUMO in Eh: -0.120
Energy relative to the best compared isomer or geometry (same formula, charge and spin) in eV: 0.0000
Total charge: +1

Structure (XYZ):
```
117
C26H66Ag2NO20P2 (the ωB97M-V functional and the def2-TZVPD basis)
Ag 14.604 -22.374 -23.972
Ag 14.180 -25.542 -21.733
N 12.518 -25.374 -24.158
O 13.486 -24.523 -24.186
O 11.816 -25.569 -25.137
O 12.334 -26.013 -23.078
C 4.895 -25.893 -23.083
O 5.477 -26.576 -21.964
P 6.720 -25.931 -21.302
O 6.702 -24.488 -21.083
O 6.789 -26.810 -19.994
C 7.635 -26.442 -18.899
O 7.890 -26.433 -22.245
C 9.208 -25.908 -22.061
H 5.335 -26.275 -24.011
H 5.045 -24.817 -23.036
H 3.837 -26.135 -23.113
H 8.257 -25.579 -19.131
H 8.262 -27.302 -18.657
H 7.030 -26.222 -18.021
H 9.205 -25.029 -21.402
H 9.534 -25.436 -22.989
H 9.903 -26.671 -21.731
C 9.698 -27.855 -26.898
O 8.999 -27.475 -28.079
P 9.799 -27.305 -29.418
O 9.005 -26.764 -30.504
O 11.092 -26.448 -29.053
C 10.945 -25.040 -29.022
O 10.422 -28.738 -29.628
C 11.297 -28.921 -30.731
H 9.346 -28.796 -26.473
H 9.443 -27.122 -26.130
H 10.780 -27.881 -26.981
H 11.606 -24.592 -29.767
H 11.246 -24.683 -28.036
H 9.933 -24.704 -29.244
H 12.303 -29.101 -30.353
H 11.268 -28.070 -31.410
H 10.987 -29.802 -31.290
C 15.769 -19.404 -22.987
O 14.561 -20.073 -23.340
C 13.823 -19.358 -24.339
C 12.456 -19.969 -24.474
O 12.553 -21.288 -24.968
C 11.252 -21.875 -25.209
H 16.453 -19.388 -23.849
H 16.282 -20.000 -22.234
H 15.572 -18.400 -22.616
H 14.387 -19.427 -25.278
H 13.712 -18.323 -24.007
H 11.818 -19.347 -25.110
H 12.014 -19.985 -23.463
H 11.421 -22.923 -25.439
H 10.809 -21.404 -26.088
H 10.611 -21.771 -24.331
C 8.711 -18.482 -27.251
O 9.063 -19.836 -27.289
C 8.098 -20.589 -27.973
C 8.592 -22.003 -28.113
O 8.609 -22.608 -26.839
C 8.955 -23.972 -26.879
H 7.772 -18.327 -26.706
H 8.586 -18.074 -28.263
H 9.514 -17.939 -26.757
H 7.913 -20.138 -28.958
H 7.142 -20.584 -27.428
H 9.616 -21.961 -28.526
H 7.963 -22.564 -28.817
H 8.918 -24.322 -25.849
H 9.983 -24.115 -27.234
H 8.247 -24.574 -27.459
C 14.342 -22.824 -27.283
O 15.575 -22.485 -26.687
C 16.399 -23.617 -26.522
C 17.441 -23.315 -25.481
O 16.842 -23.174 -24.194
C 17.712 -22.608 -23.254
H 13.778 -21.906 -27.400
H 13.819 -23.592 -26.709
H 14.516 -23.221 -28.295
H 16.911 -23.862 -27.461
H 15.796 -24.488 -26.217
H 17.929 -22.379 -25.800
H 18.224 -24.081 -25.469
H 18.139 -21.658 -23.581
H 18.548 -23.284 -23.021
H 17.160 -22.493 -22.319
C 16.611 -24.832 -19.832
O 16.165 -25.918 -20.662
C 17.206 -26.524 -21.406
C 16.589 -27.623 -22.238
O 15.581 -27.131 -23.117
C 16.071 -26.627 -24.348
H 15.734 -24.402 -19.364
H 17.166 -24.091 -20.415
H 17.293 -25.222 -19.072
H 17.964 -26.962 -20.749
H 17.700 -25.791 -22.057
H 16.118 -28.370 -21.594
H 17.315 -28.190 -22.832
H 16.349 -27.457 -25.003
H 16.927 -25.961 -24.199
H 15.259 -26.067 -24.805
C 13.450 -30.149 -26.096
C 13.207 -28.940 -25.184
C 11.810 -29.183 -24.584
O 11.310 -30.304 -25.317
C 12.026 -30.456 -26.540
H 13.913 -30.973 -25.555
H 14.138 -29.851 -26.893
H 13.281 -28.011 -25.770
H 13.956 -28.745 -24.410
H 11.128 -28.339 -24.691
H 11.904 -29.480 -23.540
H 11.672 -29.769 -27.317
H 11.865 -31.459 -26.928
```